Density functional theory data (the ωB97M-V functional and the def2-TZVPD basis) for a cluster of 12 separate species, C56H102N2O20S8 in total in a non-equilibrium geometry.

As for the molecular weight: 1379.96 g mol⁻¹. For the total energy, the calculation gives -190324.1134 eV. Its HOMO energy is -9.98 eV.

```
! wB97M-V def2-TZVPD RIJCOSX def2/J DEFGRID3
* xyz 0 1
O 9.04425 -28.89478 27.43514
N 9.29112 -29.59428 28.41656
O 8.87912 -30.74893 28.54439
C 10.03215 -29.00928 29.53712
C 10.09362 -27.63930 29.76011
C 10.80624 -27.12111 30.84972
C 11.42100 -27.92833 31.76766
C 11.34999 -29.30425 31.51132
C 10.59857 -29.87660 30.46541
H 9.65673 -26.98591 29.01941
H 10.86387 -26.05995 31.04216
H 11.94704 -27.64088 32.66603
H 11.77594 -29.90067 32.30457
H 10.33765 -30.92358 30.51169
O 8.32086 -20.46063 28.15606
N 8.80679 -20.88579 27.14626
O 8.58846 -22.05413 26.81985
C 9.75948 -20.05579 26.34352
C 10.35514 -20.63789 25.21143
C 11.16995 -19.84913 24.38776
C 11.30667 -18.47254 24.65850
C 10.77044 -17.93947 25.82977
C 9.99844 -18.69591 26.65945
H 10.32414 -21.68906 24.96550
H 11.65829 -20.28735 23.52993
H 11.82249 -17.77920 24.01072
H 10.84159 -16.89806 26.10691
H 9.61435 -18.20645 27.54223
O 16.82655 -25.23591 23.29043
S 15.51449 -25.10806 23.91268
O 14.47849 -24.46116 23.09325
C 14.81264 -26.69701 24.45671
C 14.09373 -26.38214 25.76651
C 14.88917 -25.29665 26.45312
C 15.61242 -24.27781 25.54273
H 15.60108 -27.44340 24.55347
H 14.25102 -27.06231 23.59692
H 13.10964 -25.97207 25.53957
H 14.00329 -27.29887 26.34920
H 15.68474 -25.78318 27.01744
H 14.36625 -24.70721 27.20626
H 16.69293 -24.26359 25.68558
H 15.15360 -23.30144 25.38692
O 3.89412 -23.59832 35.40393
S 4.09337 -24.40297 34.21386
O 3.31937 -24.09094 33.01103
C 5.93309 -24.59013 33.86662
C 6.24482 -26.01617 33.68479
C 5.27454 -26.82953 34.62692
C 3.90231 -26.25450 34.60575
H 6.53256 -24.15801 34.66788
H 6.22677 -23.93858 33.04361
H 6.23379 -26.28505 32.62853
H 7.24088 -26.10849 34.11772
H 5.60736 -27.08601 35.63267
H 5.23268 -27.83388 34.20545
H 3.16953 -26.45668 35.38694
H 3.40455 -26.63302 33.71297
O 9.64607 -26.91057 17.72044
S 9.14393 -27.45793 18.91792
O 9.43865 -28.84612 19.32021
C 9.33749 -26.30244 20.44037
C 7.97852 -25.99286 21.08381
C 6.93005 -26.95073 20.50838
C 7.27070 -27.24474 18.97149
H 9.76311 -25.39552 20.01089
H 9.96605 -26.83648 21.15297
H 8.00424 -26.06168 22.17133
H 7.67210 -24.99248 20.77810
H 5.90497 -26.60956 20.65300
H 6.94857 -27.84686 21.12863
H 6.88431 -26.34088 18.50049
H 6.85028 -28.16347 18.56249
O 9.76649 -19.45882 18.92910
S 9.75413 -19.98985 17.58293
O 9.03834 -21.23312 17.27834
C 9.35720 -18.67931 16.32500
C 10.62844 -18.51116 15.48267
C 11.82958 -19.00836 16.28395
C 11.49018 -20.30745 17.03987
H 9.11663 -17.77809 16.88894
H 8.51436 -18.99617 15.71072
H 10.65442 -18.86066 14.45055
H 10.81842 -17.45254 15.30564
H 12.05047 -18.26744 17.05229
H 12.71144 -19.05937 15.64534
H 12.19141 -20.59119 17.82464
H 11.45534 -21.11918 16.31324
O 16.30972 -18.36917 21.22219
S 17.58497 -18.29805 20.54996
O 17.76420 -17.62829 19.28039
C 18.75916 -17.73508 21.87467
C 19.21387 -19.08931 22.58298
C 19.47040 -20.12728 21.50546
C 18.30116 -20.09204 20.44727
H 18.34158 -16.89306 22.42668
H 19.58484 -17.25563 21.34886
H 20.02606 -18.90191 23.28536
H 18.30644 -19.45119 23.06643
H 19.37891 -21.08031 22.02649
H 20.49925 -20.09372 21.14709
H 17.46465 -20.79007 20.48078
H 18.69113 -20.26143 19.44361
O 14.43648 -10.60809 20.06228
S 14.15859 -11.93591 20.63852
O 15.14069 -12.70558 21.33702
C 12.65922 -11.76450 21.61742
C 11.47399 -12.11910 20.73061
C 11.87705 -13.24700 19.75263
C 13.31051 -13.12144 19.38265
H 12.78383 -10.87103 22.22921
H 12.61644 -12.55289 22.36889
H 10.54505 -12.35664 21.24901
H 11.20831 -11.27047 20.10027
H 11.20994 -13.33061 18.89468
H 11.82854 -14.19945 20.28045
H 13.53576 -12.81038 18.36255
H 13.90599 -14.00608 19.60830
O 3.63336 -27.30507 28.45461
S 2.45105 -26.59982 27.98856
O 1.12341 -26.78124 28.60992
C 2.76140 -24.76585 27.74060
C 2.76463 -24.50335 26.27194
C 3.08238 -25.72208 25.52631
C 2.26252 -26.84269 26.15545
H 3.69581 -24.55376 28.26021
H 2.03783 -24.12483 28.24423
H 1.71973 -24.23287 26.11991
H 3.32801 -23.63095 25.94085
H 4.12205 -25.95187 25.75950
H 3.01960 -25.67179 24.43928
H 2.39773 -27.87340 25.82766
H 1.21209 -26.63996 25.94668
O 10.37851 -11.40755 27.72192
S 9.61870 -10.42974 28.50982
O 8.82522 -10.81089 29.68318
C 10.78266 -8.93821 28.85954
C 9.77384 -7.71669 28.61622
C 9.03083 -8.08987 27.33652
C 8.47268 -9.56100 27.36683
H 11.57592 -9.02809 28.11741
H 11.21310 -9.07892 29.85101
H 9.11470 -7.66886 29.48303
H 10.35524 -6.80029 28.51486
H 9.75646 -8.02714 26.52558
H 8.25998 -7.36282 27.08099
H 8.52155 -10.09328 26.41688
H 7.47200 -9.61692 27.79532
C 16.98635 -17.24047 27.66031
C 17.55053 -15.78331 27.52559
C 16.39215 -14.75481 27.19675
C 16.86288 -13.31096 26.84179
C 17.34602 -12.49086 28.08328
C 18.16958 -11.23104 27.59128
H 16.34289 -17.40094 28.52536
H 17.83256 -17.92579 27.61168
H 16.38907 -17.40612 26.76369
H 18.07140 -15.46343 28.42807
H 18.27443 -15.88483 26.71703
H 15.76160 -14.77920 28.08552
H 15.75040 -15.11501 26.39269
H 17.59648 -13.24349 26.03843
H 15.96260 -12.80956 26.48656
H 16.47719 -12.03505 28.55811
H 17.95170 -13.12734 28.72838
H 18.99180 -11.47931 26.92014
H 17.63767 -10.55276 26.92412
H 18.49559 -10.67166 28.46816
C 4.51022 -16.81724 30.96888
C 4.24729 -16.85013 32.52955
C 5.10251 -15.80906 33.22095
C 4.58327 -15.32553 34.60723
C 4.32929 -16.50046 35.58060
C 3.85476 -16.14401 37.03331
H 5.54136 -16.84879 30.61697
H 4.04941 -15.89160 30.62399
H 4.11808 -17.67208 30.41789
H 3.21534 -16.55854 32.72488
H 4.38956 -17.83818 32.96729
H 5.21764 -14.96954 32.53535
H 6.10910 -16.22091 33.29350
H 5.30345 -14.57547 34.93411
H 3.64491 -14.81516 34.39021
H 3.71198 -17.26146 35.10321
H 5.25591 -17.03998 35.77652
H 4.34675 -15.33143 37.56788
H 2.78912 -15.93348 36.94278
H 3.95080 -17.05402 37.62556
*
```

Results of the Löwdin charge analysis, in e, for atoms 1 through 5: atom 1 (O): 0.0747, atom 2 (N): -0.3332, atom 3 (O): 0.0708, atom 4 (C): -0.1542, atom 5 (C): 0.0048

=====

Density functional theory data (the ωB97M-V functional and the def2-TZVPD basis) for the molecule C3H2N2OS in a non-equilibrium geometry.

As for the molecular weight: 114.13 g mol⁻¹. For the total energy, the calculation gives -19003.0681 eV. Its HOMO energy is -9.43 eV.

```
! wB97M-V def2-TZVPD RIJCOSX def2/J DEFGRID3
* xyz 0 1
C 0.24418 0.73689 0.00397
C 0.68759 -0.49916 -0.36937
C 1.27442 1.63289 -0.04446
N 2.37665 2.00342 -0.07163
N 1.89436 -0.82872 -0.07784
O 4.18817 -0.85808 0.65517
S 3.25103 -0.28100 -0.28775
H -0.77398 1.19355 -0.11715
H 0.06451 -1.27698 -0.64124
*
```

Results of the Löwdin charge analysis, in e, for atoms 1 through 5: atom 1 (C): -0.0908, atom 2 (C): -0.2195, atom 3 (C): -0.2926, atom 4 (N): 0.0919, atom 5 (N): -0.2596

=====

Density functional theory data (the ωB97M-V functional and the def2-TZVPD basis) for a structure of composition C19H40FeP2 in a non-equilibrium geometry.

As for the molecular weight: 386.32 g mol⁻¹. For the total energy, the calculation gives -73303.8108 eV. Its HOMO energy (alpha / beta) is -4.12 / -4.52 eV. Its expectation value of S² is 6.1025.

```
! wB97M-V def2-TZVPD RIJCOSX def2/J DEFGRID3
* xyz 0 5
P 1.06957 1.18549 3.16062
P -1.00233 -1.78925 -1.78074
C 1.03929 1.57989 1.32377
C -0.01062 0.78976 0.62638
H 2.05583 1.35326 0.98120
H 0.95413 2.69117 1.26194
H -0.89526 0.71573 1.25887
H -0.26254 1.39028 -0.33512
C -0.12501 -3.10940 -2.76647
H -0.02563 -3.99044 -2.11911
H 0.89665 -2.75577 -2.96595
H -0.63218 -3.35306 -3.72614
C -2.86891 -1.90458 -2.15234
H -3.08103 -1.94945 -3.23813
H -3.30929 -0.99792 -1.69677
H -3.24308 -2.79856 -1.63243
C 2.63577 1.86715 3.57482
H 2.96723 1.54598 4.55368
H 2.53592 2.95438 3.51683
H 3.34426 1.57227 2.79588
C -0.40900 1.99900 3.72827
H -1.31216 1.57869 3.27010
H -0.35564 3.06151 3.43634
H -0.54813 1.94851 4.81104
Fe -0.15865 0.25750 -1.47402
C -1.10853 1.02439 -2.70324
C 0.19228 0.42583 -3.27809
C 1.38150 1.29973 -3.66063
C 1.44640 2.70607 -2.98754
C 1.07208 2.70779 -1.55331
C -0.12762 3.19244 -1.12568
C -1.44147 3.30163 -1.81481
C -1.56017 2.39949 -3.03766
C 1.02594 -0.61610 3.04539
H -1.90710 0.31488 -2.31057
H 0.22585 -0.56493 -3.79799
H 1.50023 1.42533 -4.75993
H 2.28755 0.78785 -3.29388
H 2.48129 3.04937 -3.04273
H 0.84648 3.43249 -3.55481
H 1.90615 2.72605 -0.82030
H -0.15267 3.55502 -0.09550
H -1.48280 4.33732 -2.13351
H -2.29049 3.09319 -1.13449
H -2.61442 2.29338 -3.31271
H -1.05114 2.79921 -3.92956
H 0.71298 -0.97997 2.04481
H 0.35372 -0.97378 3.82411
H 2.02720 -0.99735 3.26635
C 1.07287 -3.85639 2.25026
C -0.35223 -3.64855 1.74830
C -1.26283 -3.22671 2.88831
C -0.42664 -2.74912 0.57093
H 1.51366 -2.94491 2.64677
H 1.73890 -4.22996 1.46991
H 1.07389 -4.58440 3.06028
H -0.70861 -4.62555 1.38558
H -0.99712 -2.25564 3.29547
H -2.30478 -3.17927 2.58042
H -1.19637 -3.94776 3.69806
H -1.43989 -2.35507 0.37816
H 0.30674 -2.97814 -0.21867
*
```

Results of the Löwdin charge analysis, in e, for atoms 1 through 5: atom 1 (P): 0.8831, atom 2 (P): 0.7762, atom 3 (C): -0.4321, atom 4 (C): -0.2661, atom 5 (H): 0.0738

=====

Result set for energy relative to the best compared isomer or geometry (same formula, charge and spin): 0.0000, 2.4842, 2.4734 eV, one per record in the order listed.